# C45H47N8O4Ru

A molecular structure, C45H47N8O4Ru (wB97M-V/def2-TZVPD, OMol25).

The geometry in XYZ format:
```
105
Properties=species:S:1:pos:R:3:forces:R:3:lowdin_charge:R:1
Ru -0.332242 0.273716 -0.528627 -0.371 -0.002 -0.079 1.29
C -1.452236 -0.099859 -3.884390 -0.017 0.058 -0.072 -0.18
C -2.686987 0.771478 -3.685497 0.040 0.074 -0.077 -0.11
C -2.568296 1.986388 -2.790590 -0.050 -0.106 -0.043 -0.27
C -3.322309 3.108905 -3.122958 0.039 0.035 0.015 -0.03
C -3.259517 4.238762 -2.328173 0.021 -0.036 0.023 -0.06
C -2.444706 4.214758 -1.210216 0.006 -0.072 0.005 -0.05
C -1.744060 3.054914 -0.936058 0.038 0.093 -0.023 -0.15
N -1.793714 1.962958 -1.703315 0.093 -0.073 -0.036 0.07
N -1.096424 -0.993149 -2.778461 0.078 -0.042 -0.059 -0.19
C 0.159083 -1.673644 -3.093894 0.003 -0.043 -0.045 -0.15
C 1.362160 -0.773890 -3.110120 0.105 -0.040 -0.092 -0.29
C 2.539616 -1.199449 -3.715309 -0.018 0.045 0.020 -0.02
C 3.637485 -0.359860 -3.689141 0.016 0.039 0.022 -0.06
C 3.516410 0.888748 -3.092525 -0.037 -0.114 -0.056 -0.05
C 2.307486 1.228687 -2.514413 0.045 0.067 0.000 -0.11
N 1.259225 0.401059 -2.502176 -0.147 -0.064 0.133 0.06
C -2.108553 -2.016330 -2.568234 -0.039 -0.070 -0.136 -0.15
C -1.936006 -2.744363 -1.260074 -0.017 -0.042 0.056 -0.30
C -2.614961 -3.935521 -1.019823 0.066 0.060 -0.007 -0.02
C -2.510135 -4.518985 0.229372 -0.008 -0.023 0.045 -0.05
C -1.718994 -3.909674 1.193034 0.009 0.023 -0.038 -0.04
C -1.054569 -2.746001 0.854579 -0.096 -0.031 -0.084 -0.13
N -1.162436 -2.173831 -0.345971 0.036 0.023 0.036 0.06
H -0.596027 0.551311 -4.072518 -0.070 -0.054 0.037 0.12
H -1.605830 -0.706146 -4.795184 -0.005 0.050 0.031 0.13
H -3.553513 0.182441 -3.371965 0.061 -0.009 0.081 0.10
H -2.950543 1.144766 -4.679103 -0.016 -0.033 0.035 0.12
H -3.943137 3.087858 -4.008799 -0.008 0.008 -0.011 0.11
H -3.833604 5.120900 -2.578580 -0.014 0.013 -0.011 0.11
H -2.348908 5.064506 -0.551977 -0.005 0.050 0.022 0.11
H -1.111647 2.987032 -0.062908 0.035 0.022 0.027 0.08
H 0.082072 -2.187508 -4.068790 -0.003 0.031 0.062 0.14
H 0.331693 -2.441044 -2.338406 0.000 0.018 -0.018 0.09
H 2.585815 -2.173640 -4.183700 0.002 -0.023 -0.022 0.12
H 4.572606 -0.665054 -4.139866 0.018 -0.023 -0.018 0.11
H 4.338751 1.588678 -3.075527 0.037 0.029 -0.002 0.11
H 2.146538 2.188537 -2.037219 0.032 -0.085 -0.146 0.09
H -2.111155 -2.746991 -3.397414 0.004 0.049 0.049 0.14
H -3.095099 -1.555076 -2.557272 0.020 0.000 0.001 0.10
H -3.222863 -4.378547 -1.797662 -0.018 -0.013 -0.024 0.12
H -3.041155 -5.435500 0.452207 0.002 -0.004 -0.004 0.11
H -1.613540 -4.322164 2.185329 0.000 -0.023 0.034 0.11
H -0.408913 -2.242874 1.556954 0.077 0.078 0.103 0.09
O 1.321527 3.440264 -0.710784 -0.331 0.362 0.082 0.00
C 1.738467 2.693614 0.174748 0.480 -0.176 -0.058 -0.64
O 1.439111 1.468104 0.330618 -0.156 0.040 0.158 -0.19
C 2.824371 3.213649 1.106340 -0.113 0.024 0.114 -0.10
C 3.320929 2.421985 2.138182 -0.033 0.020 -0.060 -0.01
C 4.321187 2.894548 2.970630 -0.060 0.064 -0.049 0.01
C 4.804868 4.171088 2.744560 -0.213 0.160 0.291 -0.15
C 4.329049 4.987828 1.734082 -0.069 -0.075 0.022 0.01
C 3.328374 4.494624 0.913792 0.013 0.012 -0.027 0.00
N 5.873686 4.683573 3.622396 1.120 -0.487 -0.903 -0.35
O 6.331934 5.783323 3.363311 -0.381 -0.070 0.476 0.07
O 6.360879 3.903736 4.424097 -0.391 0.432 0.191 0.07
H 2.893254 1.441966 2.291105 0.042 0.030 -0.058 0.08
H 4.719861 2.304469 3.781946 -0.001 0.001 0.005 0.12
H 4.737568 5.978025 1.606082 0.010 0.017 0.005 0.12
H 2.918649 5.091595 0.110831 -0.002 -0.001 -0.005 0.12
N 4.077473 -1.771720 0.132468 0.087 0.078 0.017 0.14
C 2.973603 -0.978934 0.074144 0.023 0.043 -0.017 -0.16
N 1.882895 -1.628526 -0.219140 0.011 0.033 0.090 0.11
C 2.285059 -2.953117 -0.365644 -0.024 -0.048 -0.045 -0.22
C 1.551963 -4.098467 -0.683890 0.019 -0.014 0.016 -0.02
C 2.230695 -5.296589 -0.783702 0.012 0.007 0.009 -0.09
C 3.614565 -5.376376 -0.571808 -0.029 -0.020 -0.001 -0.10
C 4.356536 -4.258104 -0.251043 0.002 -0.010 0.004 -0.02
C 3.666865 -3.056146 -0.152018 0.015 -0.053 -0.041 -0.20
H 5.009674 -1.459188 0.345897 -0.079 -0.053 -0.023 0.16
H 3.001819 0.083944 0.255133 0.015 0.038 0.029 0.10
H 0.481676 -4.056932 -0.832038 0.019 -0.020 -0.014 0.08
H 1.682526 -6.197160 -1.023663 -0.014 -0.034 -0.011 0.10
H 4.107517 -6.334376 -0.656866 0.025 -0.039 -0.006 0.10
H 5.423070 -4.320093 -0.085621 0.045 0.005 0.012 0.11
C -4.099875 -0.427661 -0.492868 0.089 0.028 -0.074 -0.08
C -4.440368 0.125891 0.883753 -0.115 -0.081 -0.003 -0.36
C -4.462616 1.654267 0.884239 0.029 0.036 -0.013 -0.05
C -3.562861 -0.381338 2.005727 -0.205 -0.045 0.106 -0.15
C -4.165157 -1.081385 3.037755 -0.019 0.026 -0.017 -0.06
C -3.476189 -1.417512 4.194345 -0.039 -0.022 0.024 -0.09
C -2.180750 -0.949972 4.353709 0.059 0.040 -0.003 -0.05
C -1.529470 -0.244990 3.353749 0.095 -0.024 0.193 -0.16
C -0.181552 0.370111 3.680594 0.016 -0.105 0.072 -0.36
C 1.009751 -0.339067 3.040667 -0.027 -0.136 -0.178 -0.08
C -0.158600 1.869403 3.394313 0.011 0.084 -0.063 -0.06
C -2.175291 -0.060249 2.094190 0.128 -0.044 -0.135 -0.31
N -1.474837 0.332817 1.018316 0.279 0.200 -0.152 -0.05
H -4.780676 -0.009314 -1.239116 -0.060 0.002 -0.045 0.08
H -4.199110 -1.515310 -0.507049 0.002 0.003 0.029 0.08
H -3.076246 -0.160992 -0.766571 -0.173 -0.042 0.032 0.03
H -5.453382 -0.214222 1.124649 -0.003 0.016 -0.027 0.12
H -3.455099 2.046978 0.765222 0.056 0.017 -0.023 0.05
H -4.861371 2.034163 1.825362 -0.013 0.007 0.023 0.08
H -5.078109 2.037127 0.067334 -0.030 0.012 -0.026 0.08
H -5.212065 -1.346218 2.944334 -0.039 -0.011 -0.010 0.11
H -3.964232 -1.970124 4.985845 -0.009 -0.021 0.012 0.09
H -1.664046 -1.112033 5.292986 0.011 -0.008 0.029 0.11
H -0.073820 0.251050 4.764515 0.007 0.013 -0.011 0.12
H 0.981072 -0.257861 1.951831 0.008 -0.011 0.195 0.02
H 1.031574 -1.396441 3.315729 -0.016 -0.034 0.003 0.08
H 1.945641 0.106723 3.386340 -0.044 -0.046 0.087 0.07
H -0.189688 2.060886 2.321237 -0.007 -0.020 0.027 0.05
H 0.752053 2.315333 3.797080 0.060 0.033 0.002 0.07
H -1.011194 2.362033 3.863015 -0.036 0.028 0.004 0.08
```
Forces are in eV/Å.

Its spin multiplicity is 6. The LUMO energy (alpha / beta) is -0.210 / -0.217 eV. The HOMO-LUMO gap (alpha / beta) comes out at 6.15 / 6.68 eV. For the highest occupied orbital energy (alpha / beta), the calculation gives -0.2338 / -0.2533 Eh. The maximum force comes out at 1.5 eV/A. The expectation value of S² is 8.802. The value obtained for the energy relative to the best compared isomer or geometry (same formula, charge and spin) is 5.0 kcal/mol.

---

# C45H48BCl5F6N8PbSSbTe

A molecular structure, C45H48BCl5F6N8PbSSbTe (wB97M-V/def2-TZVPD, OMol25).

The geometry in XYZ format:
```
117
Properties=species:S:1:pos:R:3:forces:R:3:lowdin_charge:R:1
Pb 0.346075 0.481964 0.294739 0.190 0.167 0.265 1.30
C -1.116183 -1.306060 -5.631619 0.000 -0.010 -0.003 -0.04
C -0.159111 -1.408471 -4.489429 0.021 -0.022 0.010 -0.28
C 1.122195 -1.900666 -4.495884 0.020 -0.029 0.009 0.02
C 1.580814 -1.729071 -3.172694 -0.022 0.026 -0.002 -0.24
N 0.638496 -1.166190 -2.425613 -0.033 0.009 0.043 0.12
N -0.428406 -0.981886 -3.229503 0.004 0.022 -0.038 0.03
B -1.777831 -0.405846 -2.758985 -0.008 0.013 0.053 -0.54
N -1.727521 1.127050 -2.561093 0.030 0.054 -0.052 0.02
N -0.793163 1.787032 -1.826358 -0.099 -0.080 -0.100 0.05
C -1.061567 3.084086 -1.951991 0.031 -0.020 -0.006 -0.27
C -2.180434 3.273589 -2.775105 -0.050 0.006 0.088 0.02
C -2.573745 2.007425 -3.139769 0.016 0.008 -0.013 -0.29
C -3.718339 1.638410 -4.024993 -0.004 0.000 -0.001 -0.03
C -0.267839 4.155375 -1.330487 -0.015 -0.028 -0.021 -0.18
C 1.118893 4.091727 -1.270600 0.037 0.020 0.065 -0.04
C 1.843717 5.138430 -0.714349 -0.021 -0.004 0.012 -0.09
C 1.184478 6.252415 -0.218792 -0.004 0.011 0.011 -0.10
C -0.203400 6.322686 -0.275236 -0.009 0.009 0.007 -0.10
C -0.925780 5.281510 -0.831518 -0.003 -0.007 0.003 -0.05
N -2.340489 -1.171030 -1.534430 -0.051 -0.055 -0.039 0.02
N -1.669109 -1.335681 -0.373063 0.001 -0.126 -0.068 0.03
C -2.400727 -2.145669 0.380617 -0.003 0.052 0.067 -0.28
C -3.585715 -2.496146 -0.283930 -0.002 0.022 -0.003 0.01
C -3.501520 -1.867068 -1.506290 -0.021 0.023 -0.011 -0.28
C -4.470342 -1.955279 -2.640568 0.011 -0.008 0.015 -0.03
C -1.931842 -2.660654 1.676569 -0.012 -0.026 -0.011 -0.18
C -2.808547 -2.809540 2.749037 0.018 0.044 0.008 -0.04
C -2.369201 -3.366581 3.940129 0.015 -0.005 0.004 -0.10
C -1.050635 -3.784413 4.070693 -0.016 -0.009 0.001 -0.11
C -0.173064 -3.631605 3.008160 -0.003 -0.005 -0.013 -0.11
C -0.612314 -3.074118 1.818469 0.005 -0.033 0.000 -0.09
C 2.881953 -2.109460 -2.619293 -0.037 -0.001 0.013 -0.21
C 3.255857 -1.649790 -1.295480 0.046 -0.013 -0.131 -0.42
C 4.541100 -2.014700 -0.771472 0.076 0.062 -0.057 -0.45
C 5.426889 -2.805109 -1.581970 0.010 0.041 0.017 -0.13
C 5.038873 -3.218536 -2.807382 0.004 0.028 -0.017 -0.09
C 3.752610 -2.876313 -3.324179 0.026 0.003 -0.016 -0.04
H -0.644185 -1.710206 -6.527186 0.001 0.007 -0.003 0.07
H -2.036088 -1.862182 -5.445172 0.003 -0.002 -0.003 0.07
H -1.393333 -0.268821 -5.829095 -0.006 -0.001 0.004 0.08
H 1.651702 -2.309029 -5.340283 -0.004 0.020 -0.013 0.10
H -2.562886 -0.590554 -3.640679 0.009 -0.012 -0.015 0.09
H -2.629810 4.208745 -3.065192 0.012 -0.002 -0.025 0.11
H -4.220591 2.551776 -4.343415 -0.002 0.001 -0.005 0.08
H -3.391359 1.095603 -4.913108 -0.007 -0.009 0.007 0.07
H -4.446621 1.015559 -3.505882 -0.003 0.014 0.005 0.06
H 1.650410 3.229124 -1.650731 0.027 -0.030 -0.019 0.11
H 2.918965 5.044742 -0.656064 0.022 -0.013 -0.008 0.09
H 1.749226 7.059281 0.232907 0.000 -0.005 0.006 0.10
H -0.724125 7.178445 0.139679 0.002 -0.001 -0.002 0.10
H -2.009741 5.315569 -0.848475 0.007 0.000 -0.009 0.11
H -4.366772 -3.152566 0.062511 0.001 -0.013 -0.012 0.10
H -5.316408 -2.569544 -2.332047 0.000 0.001 -0.001 0.07
H -4.848149 -0.977145 -2.935059 -0.010 -0.005 -0.001 0.06
H -4.017137 -2.411603 -3.521786 0.000 0.004 -0.003 0.08
H -3.830290 -2.461381 2.651290 -0.003 -0.014 -0.006 0.11
H -3.053860 -3.462502 4.774501 0.001 0.001 0.001 0.09
H -0.706727 -4.213119 5.004153 0.004 0.014 0.004 0.09
H 0.865228 -3.925829 3.106831 0.004 0.002 0.012 0.09
H 0.069882 -2.950704 0.985989 -0.027 0.003 -0.005 0.03
H 2.783071 -0.761872 -0.897652 -0.006 -0.025 0.077 0.03
H 4.964449 -1.411773 0.020541 0.006 0.045 -0.020 0.05
H 6.421682 -3.004299 -1.207313 -0.016 -0.051 0.023 0.11
H 5.716242 -3.794881 -3.425764 0.000 0.001 -0.003 0.10
H 3.477174 -3.224533 -4.311598 -0.003 0.000 0.000 0.10
Cl -3.260101 1.409242 0.454795 0.010 -0.018 0.012 0.70
C -2.268530 2.603207 1.264099 -0.012 -0.010 -0.050 -0.69
C -0.902893 2.405909 1.318279 0.080 0.050 -0.024 -0.36
C -0.172721 3.384242 1.981182 -0.003 -0.027 0.031 -0.70
Cl 1.552652 3.204470 2.046466 0.024 -0.002 0.097 0.75
C -0.761387 4.499154 2.569756 0.009 0.024 -0.010 -0.71
Cl 0.188558 5.687493 3.395734 0.039 -0.022 0.020 0.66
C -2.139403 4.671301 2.472123 -0.006 -0.020 0.008 -0.72
Cl -2.893367 6.071713 3.155418 -0.003 -0.001 -0.004 0.63
C -2.904166 3.716019 1.811631 0.001 0.011 0.008 -0.71
Cl -4.619867 3.931243 1.682153 0.004 0.000 -0.006 0.63
F 2.745814 0.797851 0.651065 -0.151 -0.176 -0.390 -0.69
Sb 4.895822 1.720713 -0.139302 0.148 0.204 0.069 1.53
F 5.459787 0.818072 -1.837617 -0.091 -0.118 0.058 -0.49
F 4.113763 3.192252 -1.214930 -0.074 0.020 0.052 -0.47
F 6.559401 2.679741 -0.192365 -0.018 -0.043 -0.039 -0.45
F 4.576252 2.704999 1.556737 0.001 0.017 0.119 -0.49
F 5.892123 0.294713 0.880335 0.026 -0.046 0.008 -0.48
Te 2.898790 -3.257783 0.302643 -0.004 0.000 0.057 0.95
C 4.351568 3.313767 5.054107 0.003 0.009 -0.027 -0.10
C 3.098914 3.776862 5.799576 -0.001 -0.038 -0.004 -0.25
C 2.226727 2.664053 6.391696 0.005 -0.011 -0.028 -0.20
C 1.402039 1.855106 5.396729 0.064 -0.030 -0.016 -0.23
N 2.253823 0.957217 4.634849 -0.056 0.015 -0.010 0.02
C 1.796555 0.077373 3.724503 0.061 -0.081 -0.152 -0.81
S 0.142898 -0.099039 3.377734 -0.126 0.094 0.115 0.62
N 2.704559 -0.679639 3.102862 -0.017 0.101 0.109 0.01
C 4.137381 -0.434706 3.131981 -0.019 -0.027 -0.063 -0.21
C 4.826228 -0.928735 4.402579 0.005 -0.002 -0.042 -0.20
C 6.240076 -0.370067 4.516342 0.018 -0.047 0.003 -0.27
C 6.897622 -0.713663 5.847421 0.001 -0.004 -0.014 -0.13
H 5.057021 4.136981 4.932898 -0.002 0.003 0.002 0.07
H 4.140329 2.962830 4.041897 -0.010 -0.027 -0.022 0.04
H 4.869560 2.521510 5.606402 0.000 0.006 -0.008 0.07
H 2.486590 4.382324 5.127775 -0.037 0.050 -0.016 0.08
H 3.401475 4.431772 6.623066 0.002 -0.007 -0.001 0.10
H 1.521424 3.116425 7.094120 -0.006 0.004 -0.007 0.10
H 2.853547 1.977948 6.975326 -0.017 0.012 0.020 0.11
H 0.849233 2.518598 4.728250 -0.023 0.049 -0.057 0.08
H 0.664147 1.250305 5.926147 -0.007 0.007 -0.016 0.10
H 3.222050 1.221723 4.550857 0.041 -0.054 0.027 0.09
H 2.357673 -1.185209 2.298530 0.036 -0.075 0.032 0.01
H 4.342964 0.625537 2.944706 -0.018 0.008 0.031 0.09
H 4.551737 -0.949099 2.268564 0.008 0.066 0.010 0.09
H 4.859369 -2.022990 4.386552 -0.036 -0.008 0.044 0.11
H 4.245081 -0.651253 5.287949 0.005 0.036 0.010 0.10
H 6.208821 0.715094 4.384565 0.002 0.010 0.007 0.10
H 6.846604 -0.748397 3.689422 -0.020 0.036 -0.028 0.11
H 6.316621 -0.313066 6.682553 0.001 -0.001 0.007 0.06
H 7.906976 -0.303153 5.915478 0.004 -0.004 0.000 0.06
H 6.966088 -1.796072 5.984627 -0.002 -0.001 0.002 0.07
```
Forces are in eV/Å.

The total charge is -2. Its spin multiplicity is 2. The LUMO energy (alpha / beta) is 3.722 / 3.722 eV. The HOMO-LUMO gap (alpha / beta) comes out at 5.81 / 6.78 eV. For the highest occupied orbital energy (alpha / beta), the calculation gives -0.0768 / -0.1124 Eh. The maximum force comes out at 0.5 eV/A. The expectation value of S² is 0.754.

---

Number 1: calculated total energy -70117.9741 eV. Number 2: calculated total energy -168882.8343 eV.